Below is a cluster of 4 separate species, C24H53BrO5S in total in a non-equilibrium geometry, with properties calculated with ωB97M-V/def2-TZVPD.

```
84
Properties=species:S:1:pos:R:3:forces:R:3
O 4.29774 -1.03175 2.14591 -7.519 -1.765 -3.553
C 3.15276 -1.41735 1.57367 4.181 1.403 2.711
O 1.83545 -0.77917 1.74647 4.340 -0.244 -0.653
C 1.95654 0.66490 2.02684 -0.898 1.123 0.423
C 0.54841 1.36165 1.45918 1.603 0.739 1.908
O 0.31508 0.95932 0.06367 -1.760 -0.914 1.729
S -1.34203 0.76706 -0.28808 -0.734 -2.404 -4.876
O -1.38225 -0.04543 -1.63847 0.653 2.955 5.062
O -2.14192 -0.25024 0.82791 0.580 0.150 -0.163
C -3.50637 -0.55058 0.36892 -1.316 -0.338 -1.024
C -4.60417 -0.80452 1.55858 -0.007 -0.068 0.424
C -4.22939 -0.14153 3.00951 -0.880 1.240 -0.552
Br -3.88329 -1.55418 4.43392 -0.213 1.150 -1.139
H 3.18940 -2.40002 0.90052 -0.781 2.267 1.480
H 2.91168 1.16252 1.54103 -2.020 -1.298 0.869
H 1.98662 0.84780 3.20118 -0.018 -0.367 -2.507
H -0.31058 1.09148 2.20608 1.445 0.242 -1.716
H 0.73229 2.53310 1.54699 -0.495 -2.419 -0.432
H -3.47056 -1.54829 -0.28028 -0.020 2.483 1.146
H -3.88479 0.37588 -0.25390 0.720 -1.953 0.935
H -5.64477 -0.32966 1.22319 2.377 -1.053 0.556
H -4.77443 -1.96378 1.67554 0.406 2.424 -0.117
H -3.31539 0.59140 2.99990 -1.682 -1.769 -0.108
H -5.16389 0.49325 3.35698 2.027 -1.540 -0.437
C 1.88107 -1.45843 -2.10642 -0.130 0.060 0.274
C 1.30437 -1.00115 -3.43668 -0.025 -0.100 -0.133
C 2.20476 -1.33420 -4.62770 -0.024 0.081 -0.101
C 3.58391 -0.66206 -4.60965 0.006 -0.071 0.093
C 3.56126 0.86705 -4.54147 0.197 -0.128 -0.081
C 2.89554 1.50650 -5.74990 -0.083 0.232 0.025
H 2.83242 -0.96512 -1.88627 -0.014 -0.047 -0.006
H 1.18859 -1.22008 -1.29269 0.121 -0.061 -0.086
H 2.04522 -2.54107 -2.10625 0.055 0.057 -0.011
H 1.09973 0.07476 -3.39822 -0.013 -0.105 -0.021
H 0.33480 -1.49193 -3.58415 0.082 0.139 0.020
H 1.67939 -1.06588 -5.55198 0.068 -0.022 0.055
H 2.35009 -2.42086 -4.67083 -0.011 0.074 0.012
H 4.12905 -0.97027 -5.51082 -0.028 0.059 0.067
H 4.16506 -1.04405 -3.76316 -0.044 -0.002 -0.050
H 4.59635 1.22701 -4.48247 -0.119 -0.053 0.051
H 3.06809 1.20384 -3.62534 -0.007 -0.052 0.008
H 3.40835 1.21982 -6.67292 -0.077 0.006 0.041
H 2.93179 2.59768 -5.66691 -0.037 -0.113 -0.098
H 1.84469 1.21608 -5.83404 0.085 0.022 -0.028
C -5.82598 0.34301 -3.57900 -0.242 0.019 0.001
C -5.17448 -1.02296 -3.72372 0.130 -0.047 0.014
C -3.69442 -0.94516 -4.10257 0.095 -0.058 0.013
C -3.40266 -0.28759 -5.45780 -0.083 0.065 0.052
C -4.08856 -0.94248 -6.65947 0.215 0.150 -0.027
C -3.64730 -2.38003 -6.88556 -0.151 -0.143 -0.143
H -5.80532 0.90330 -4.51844 0.009 -0.016 0.121
H -6.87406 0.23205 -3.28283 0.092 0.109 -0.019
H -5.31744 0.93618 -2.81181 -0.019 0.008 -0.099
H -5.72865 -1.61861 -4.45791 0.051 0.020 0.049
H -5.26280 -1.55492 -2.76880 0.014 -0.019 -0.099
H -3.27405 -1.95779 -4.08954 -0.003 0.095 -0.008
H -3.15702 -0.38810 -3.32496 -0.047 -0.094 -0.091
H -2.31715 -0.29709 -5.61862 -0.095 -0.007 0.010
H -3.69030 0.76885 -5.42036 0.032 -0.051 0.022
H -3.84778 -0.35859 -7.55699 -0.077 -0.033 0.117
H -5.17598 -0.90140 -6.55100 0.004 0.024 0.031
H -2.56640 -2.43387 -7.04636 -0.070 -0.032 0.051
H -4.14261 -2.79162 -7.77108 0.109 -0.032 0.103
H -3.90255 -3.02010 -6.03652 0.057 0.030 -0.070
C 1.64474 2.52622 8.97296 -0.223 0.044 0.008
C 2.29624 1.16026 8.82825 0.106 -0.046 0.083
C 3.77630 1.23806 8.44939 0.062 -0.150 -0.058
C 4.06806 1.89563 7.09417 -0.064 0.129 0.051
C 3.38216 1.24073 5.89250 0.226 0.086 -0.005
C 3.82341 -0.19681 5.66640 -0.170 -0.149 -0.129
H 1.66540 3.08651 8.03353 0.004 -0.015 0.106
H 0.59666 2.41527 9.26914 0.111 0.103 -0.018
H 2.15327 3.11939 9.74016 -0.049 -0.011 -0.106
H 1.74207 0.56461 8.09406 0.084 0.016 0.039
H 2.20792 0.62829 9.78317 0.017 0.003 -0.130
H 4.19666 0.22542 8.46242 -0.014 0.105 -0.021
H 4.31370 1.79512 9.22700 -0.062 -0.037 -0.056
H 5.15357 1.88613 6.93335 -0.109 -0.015 -0.021
H 3.78042 2.95207 7.13161 0.029 -0.053 0.032
H 3.62294 1.82463 4.99497 -0.036 -0.011 0.098
H 2.29474 1.28182 6.00097 -0.030 0.033 0.063
H 4.90432 -0.25065 5.50561 -0.105 -0.038 0.003
H 3.32811 -0.60840 4.78089 0.173 -0.048 0.095
H 3.56817 -0.83689 6.51545 0.039 0.044 -0.055
```
Positions in Å, forces in eV/Å.

## Properties
HOMO energy in eV: -10.245
DFT total energy in Eh: -4294.448816
Multiplicity: 1
Frontier orbital gap in eV: 10.4

Charge distribution, Mulliken scheme, values in e: O -0.4962; C 0.1910; O -0.1598; C -0.0781; C -0.3917; O -0.1796; S 0.4870; O -0.4768; O -0.1757; C -0.2671; C -0.5917; C -0.5022; Br -0.1866; H 0.3011; H 0.3838; H -0.0761; H 0.2634; H 0.2566; H 0.1710; H 0.2519; H 0.2677; H 0.3544; H 0.2493; H 0.3420; C -1.0494; C 0.0338; C -0.9113; C -0.7348; C -0.2512; C -1.1523; H 0.3034; H 0.2022; H 0.3437; H 0.1565; H 0.2490; H 0.3077; H 0.3826; H 0.4032; H 0.2922; H 0.3689; H 0.1567; H 0.2961; H 0.3763; H 0.2404; C -1.1777; C -0.5479; C 0.0657; C -0.7525; C -0.4517; C -1.1568; H 0.3193; H 0.3888; H 0.2056; H 0.3315; H 0.3464; H 0.3538; H -0.0874; H 0.3170; H 0.3495; H 0.3686; H 0.2434; H 0.2720; H 0.3777; H 0.2829; C -1.1810; C -0.3560; C -0.7458; C -0.8952; C -0.2433; C -0.9199; H 0.2758; H 0.3690; H 0.2951; H 0.2620; H 0.3577; H 0.3100; H 0.4034; H 0.3874; H 0.3276; H 0.3352; H 0.3027; H 0.2766; H 0.1384; H 0.3009